{
  "formula": "C52H105BBrN2O14P",
  "method": "ωB97M-V with the def2-TZVPD basis set",
  "species": ["C", "C", "C", "C", "C", "B", "O", "N", "C", "C", "N", "C", "O", "C", "O", "P", "O", "Br", "C", "O", "C", "C", "C", "C", "C", "C", "H", "H", "H", "H", "H", "H", "H", "H", "H", "H", "H", "H", "H", "H", "H", "H", "H", "H", "H", "H", "H", "H", "H", "H", "H", "H", "H", "H", "H", "H", "H", "H", "H", "C", "C", "C", "O", "C", "H", "H", "H", "H", "H", "H", "H", "H", "C", "C", "C", "O", "C", "H", "H", "H", "H", "H", "H", "H", "H", "C", "C", "C", "O", "C", "H", "H", "H", "H", "H", "H", "H", "H", "C", "C", "C", "O", "C", "H", "H", "H", "H", "H", "H", "H", "H", "C", "C", "C", "O", "C", "H", "H", "H", "H", "H", "H", "H", "H", "C", "C", "C", "O", "C", "H", "H", "H", "H", "H", "H", "H", "H", "C", "C", "C", "O", "C", "H", "H", "H", "H", "H", "H", "H", "H", "C", "C", "C", "O", "C", "H", "H", "H", "H", "H", "H", "H", "H", "C", "C", "C", "O", "C", "H", "H", "H", "H", "H", "H", "H", "H"],
  "positions_angstrom": [[8.676, 1.201, 2.048], [7.360, 0.423, 1.947], [6.703, 0.601, 0.552], [5.191, 0.891, 0.604], [4.272, -0.385, 0.532], [3.194, 0.026, -0.581], [3.293, -0.530, -1.852], [2.134, 1.000, -0.307], [0.795, 0.482, -0.629], [2.408, 2.326, -0.883], [4.903, -1.639, 0.033], [5.470, -2.355, 1.161], [6.375, -3.044, 1.157], [4.529, -2.010, 2.341], [5.445, -1.645, 3.409], [3.591, -3.493, 3.070], [4.491, -3.914, 4.370], [3.860, -5.241, 1.670], [3.740, -0.726, 1.966], [2.335, -0.753, 2.004], [1.775, -0.668, 3.314], [1.256, 0.736, 3.691], [1.229, 0.838, 5.237], [1.962, 1.896, 2.988], [0.983, 3.091, 3.012], [3.252, 2.391, 3.683], [8.947, 1.293, 3.097], [9.466, 0.714, 1.489], [8.551, 2.205, 1.642], [7.530, -0.626, 2.165], [6.658, 0.825, 2.679], [6.928, -0.252, -0.085], [7.181, 1.477, 0.113], [4.970, 1.434, 1.512], [4.966, 1.515, -0.265], [4.054, -0.184, -2.336], [0.178, 1.234, -1.115], [0.800, -0.425, -1.242], [0.308, 0.210, 0.312], [1.507, 2.921, -0.987], [2.968, 2.248, -1.826], [3.043, 2.877, -0.184], [4.081, -2.231, -0.131], [4.912, -1.415, 4.183], [5.415, -4.074, 4.106], [4.033, -0.036, 2.756], [2.474, -1.092, 4.046], [0.915, -1.337, 3.311], [0.210, 0.764, 3.367], [1.628, 1.776, 5.617], [0.202, 0.766, 5.586], [1.774, 0.015, 5.695], [2.194, 1.703, 1.941], [0.050, 2.848, 2.510], [0.767, 3.288, 4.065], [1.444, 4.002, 2.632], [3.886, 1.601, 4.085], [3.793, 3.013, 2.970], [2.987, 3.052, 4.509], [-4.073, -0.307, 3.065], [-4.330, 0.853, 4.017], [-2.915, 1.315, 4.335], [-2.123, 1.035, 3.175], [-2.869, 0.192, 2.285], [-4.921, -0.547, 2.424], [-3.808, -1.203, 3.633], [-4.875, 1.646, 3.499], [-4.895, 0.576, 4.906], [-2.495, 0.756, 5.179], [-2.860, 2.380, 4.563], [-3.176, 0.794, 1.424], [-2.230, -0.619, 1.931], [-4.034, 1.820, -2.799], [-5.149, 0.891, -3.264], [-5.353, 0.015, -2.038], [-5.035, 0.824, -0.899], [-4.389, 2.027, -1.338], [-3.977, 2.751, -3.355], [-3.068, 1.314, -2.882], [-6.048, 1.465, -3.468], [-4.901, 0.322, -4.158], [-4.673, -0.845, -2.045], [-6.377, -0.354, -1.947], [-5.094, 2.857, -1.215], [-3.515, 2.219, -0.714], [1.957, -4.899, 6.559], [1.104, -5.064, 7.809], [0.955, -3.623, 8.275], [0.989, -2.805, 7.100], [1.421, -3.597, 5.988], [1.880, -5.732, 5.862], [3.007, -4.782, 6.836], [0.130, -5.477, 7.540], [1.550, -5.712, 8.560], [1.789, -3.326, 8.921], [0.022, -3.447, 8.813], [0.554, -3.774, 5.340], [2.170, -3.048, 5.419], [-9.305, 0.804, -6.459], [-8.394, 1.587, -7.395], [-7.380, 2.169, -6.422], [-7.261, 1.239, -5.344], [-8.316, 0.272, -5.434], [-9.869, 0.014, -6.954], [-10.015, 1.482, -5.978], [-7.900, 0.903, -8.090], [-8.910, 2.349, -7.978], [-7.728, 3.124, -6.011], [-6.400, 2.323, -6.877], [-7.879, -0.678, -5.760], [-8.762, 0.128, -4.449], [-1.620, 6.680, -2.031], [-3.123, 6.905, -1.934], [-3.668, 5.678, -2.649], [-2.725, 4.624, -2.429], [-1.522, 5.170, -1.877], [-1.045, 7.221, -1.281], [-1.262, 6.981, -3.019], [-3.433, 6.897, -0.886], [-3.459, 7.840, -2.380], [-3.745, 5.848, -3.728], [-4.647, 5.372, -2.276], [-1.469, 4.881, -0.822], [-0.660, 4.748, -2.396], [13.370, 3.240, 2.213], [13.785, 2.603, 0.894], [13.127, 1.235, 0.990], [11.940, 1.405, 1.772], [11.961, 2.695, 2.390], [13.406, 4.329, 2.206], [14.015, 2.883, 3.019], [13.361, 3.166, 0.059], [14.864, 2.546, 0.752], [13.775, 0.518, 1.505], [12.862, 0.825, 0.014], [11.224, 3.328, 1.883], [11.673, 2.600, 3.438], [2.120, -10.146, 6.938], [1.262, -10.324, 8.183], [1.104, -8.888, 8.659], [1.139, -8.063, 7.490], [1.580, -8.842, 6.372], [2.052, -10.974, 6.234], [3.169, -10.026, 7.222], [0.289, -10.737, 7.908], [1.707, -10.973, 8.936], [1.934, -8.591, 9.311], [0.167, -8.720, 9.193], [0.718, -9.019, 5.720], [2.330, -8.281, 5.812], [-2.231, 3.209, -8.646], [-3.190, 3.041, -7.476], [-3.409, 4.481, -7.040], [-3.284, 5.286, -8.217], [-2.739, 4.497, -9.279], [-2.228, 2.369, -9.339], [-1.212, 3.349, -8.275], [-4.131, 2.608, -7.827], [-2.803, 2.410, -6.677], [-2.642, 4.799, -6.325], [-4.390, 4.642, -6.591], [-3.539, 4.296, -9.999], [-1.952, 5.060, -9.783], [-10.469, -3.272, -10.305], [-10.996, -3.994, -9.072], [-10.602, -3.036, -7.959], [-10.627, -1.719, -8.523], [-10.732, -1.817, -9.948], [-10.953, -3.575, -11.232], [-9.395, -3.446, -10.408], [-12.084, -4.079, -9.127], [-10.583, -4.993, -8.937], [-9.585, -3.235, -7.603], [-11.281, -3.078, -7.106], [-11.744, -1.514, -10.236], [-10.020, -1.134, -10.412]],
  "gap_ev": 8.641,
  "lumo_energy_ev": 0.5,
  "smiles": "CCCC[C@@]1(B(O)N(C)C)NC(=O)[C@](O)(P(O)Br)[C@@H]1OC[C@@H](C)C(C)C.C1CCOC1.C1CCOC1.C1CCOC1.C1CCOC1.C1CCOC1.C1CCOC1.C1CCOC1.C1CCOC1.C1CCOC1"
}

---

{
  "formula": "C6H5N2O4PtS3",
  "method": "ωB97M-V with the def2-TZVPD basis set",
  "species": ["Pt", "O", "N", "C", "C", "C", "C", "C", "S", "H", "H", "H", "H", "N", "C", "H", "O", "S", "O", "O", "S"],
  "positions_angstrom": [[-1.236, 0.938, -0.235], [0.633, -0.213, -0.844], [1.135, -1.076, 0.057], [2.291, -1.767, -0.310], [2.980, -2.519, 0.588], [2.537, -2.646, 1.910], [1.309, -2.010, 2.241], [0.624, -1.251, 1.331], [-0.919, -0.549, 1.751], [2.596, -1.635, -1.335], [3.878, -3.027, 0.255], [3.084, -3.227, 2.639], [0.879, -2.134, 3.223], [-3.777, 1.081, -1.719], [-3.033, 0.486, -1.005], [-3.769, 2.082, -2.018], [-3.193, 3.566, -1.994], [-1.820, 3.513, -1.435], [-1.156, 4.793, -1.642], [-1.055, 2.392, -2.020], [-1.986, 3.202, 0.563]],
  "spin_multiplicity": 2,
  "charge": -2,
  "gap_ev": [4.237, 4.062],
  "lumo_energy_ev": [4.7, 4.7],
  "e_above_lowest_ev": 3.108
}

---

{
  "formula": "H18O9",
  "method": "ωB97M-V with the def2-TZVPD basis set",
  "species": ["O", "H", "H", "O", "H", "H", "O", "H", "H", "O", "H", "H", "O", "H", "H", "O", "H", "H", "O", "H", "H", "O", "H", "H", "O", "H", "H"],
  "positions_angstrom": [[2.165, 0.331, -1.381], [2.314, -0.600, -1.213], [3.041, 0.695, -1.509], [3.662, -0.150, 1.581], [3.061, -0.388, 0.876], [3.971, -0.988, 1.926], [-2.109, 1.244, 2.753], [-2.566, 0.472, 2.422], [-1.277, 1.252, 2.281], [1.075, 2.942, 1.640], [1.060, 3.729, 1.096], [0.229, 2.524, 1.479], [0.735, -1.736, 2.705], [0.354, -1.185, 2.021], [0.024, -1.864, 3.333], [-1.245, -1.608, -3.289], [-0.931, -1.128, -4.055], [-1.857, -1.007, -2.863], [-2.687, 0.352, -2.161], [-2.536, 1.206, -2.567], [-3.430, 0.493, -1.576], [-1.034, -2.147, -0.605], [-1.050, -1.652, -1.424], [-0.126, -2.439, -0.519], [-0.341, 0.579, 0.068], [0.476, 0.365, -0.383], [-0.978, 0.707, -0.635]],
  "gap_ev": 10.474,
  "lumo_energy_ev": -0.2,
  "e_above_lowest_ev": 2.718,
  "smiles": "O.O.O.O.O.O.O.O.O"
}

---

{
  "formula": "C4H13NO3",
  "method": "ωB97M-V with the def2-TZVPD basis set",
  "species": ["N", "C", "C", "O", "C", "C", "O", "H", "H", "H", "H", "H", "H", "H", "H", "H", "H", "H", "O", "H", "H"],
  "positions_angstrom": [[0.389, -1.861, 0.435], [-0.038, -0.496, 0.244], [-1.100, 0.038, 1.233], [-0.550, 0.816, 2.286], [-0.600, -0.324, -1.176], [-0.618, 1.194, -1.589], [0.233, 1.484, -2.667], [-0.269, -2.495, 0.018], [0.519, -2.062, 1.388], [0.780, 0.208, 0.257], [-1.630, -0.848, 1.611], [-1.826, 0.698, 0.777], [-0.119, 0.287, 2.964], [-1.615, -0.676, -1.351], [0.129, -0.723, -1.871], [-0.249, 1.798, -0.763], [-1.657, 1.495, -1.749], [-0.212, 1.473, -3.515], [3.169, 0.104, 1.081], [2.562, 0.530, 1.694], [2.701, -0.641, 0.691]],
  "gap_ev": 10.272,
  "lumo_energy_ev": 0.6,
  "e_above_lowest_ev": 2.025,
  "smiles": "N[C@H](CO)CCO.O"
}